Entry 1:
A cluster of 10 separate species, C20H60N6O10 in total at a distorted geometry, computed with ωB97M-V with the def2-TZVPD basis set.

CARTESIAN COORDINATES (ANGSTROEM)
C1 -8.11 -18.91 20.34
O1 -6.86 -18.32 20.60
H1 -8.30 -19.77 21.00
H2 -8.08 -19.30 19.34
H3 -8.96 -18.34 20.40
H4 -6.74 -18.18 21.51
C2 -2.47 -20.39 20.31
O2 -2.76 -21.72 20.11
H5 -3.13 -19.67 19.79
H6 -1.55 -20.17 19.78
H7 -2.50 -20.12 21.35
H8 -2.42 -21.94 19.24
C3 -5.54 -16.10 21.97
O3 -6.14 -16.94 22.90
N1 -5.82 -14.93 21.69
N2 -4.50 -16.45 21.28
H9 -6.67 -14.53 22.11
H10 -5.44 -14.44 20.89
H11 -4.22 -17.40 21.37
H12 -4.04 -15.74 20.66
C4 -7.15 -15.20 18.64
O4 -5.73 -15.17 18.69
N3 -7.94 -16.23 19.03
N4 -7.89 -14.21 18.29
H13 -7.32 -16.92 19.44
H14 -8.88 -16.12 19.37
H15 -7.16 -13.48 18.08
H16 -8.58 -14.42 17.56
C5 -3.23 -13.40 20.27
O5 -2.37 -12.83 21.07
N5 -3.02 -14.60 19.79
N6 -4.46 -12.99 19.93
H17 -2.32 -15.23 20.25
H18 -3.56 -14.87 19.02
H19 -4.70 -12.05 20.20
H20 -4.96 -13.18 19.07
C6 -7.85 -13.92 24.50
C7 -8.86 -13.98 23.41
C8 -9.98 -12.97 23.52
O6 -8.29 -13.95 22.24
H21 -7.18 -13.06 24.49
H22 -7.18 -14.85 24.44
H23 -8.16 -13.99 25.52
H24 -9.29 -15.02 23.58
H25 -9.51 -12.08 23.12
H26 -10.34 -12.61 24.47
H27 -10.79 -13.35 22.94
H28 -8.93 -14.12 21.59
C9 -6.85 -10.17 22.62
C10 -6.95 -10.94 21.35
C11 -8.07 -10.51 20.49
O7 -5.99 -10.74 20.56
H29 -6.81 -9.07 22.40
H30 -6.00 -10.34 23.23
H31 -7.79 -10.32 23.18
H32 -7.05 -12.04 21.53
H33 -8.03 -9.41 20.42
H34 -8.90 -10.73 21.17
H35 -8.21 -11.02 19.57
H36 -6.18 -11.09 19.65
C12 -3.94 -13.65 24.29
C13 -4.41 -12.23 24.04
C14 -4.24 -11.35 25.31
O8 -3.81 -11.60 23.20
H37 -2.90 -13.73 24.68
H38 -3.87 -14.24 23.35
H39 -4.63 -14.17 25.08
H40 -5.42 -12.30 23.79
H41 -4.54 -10.35 25.01
H42 -3.25 -11.39 25.68
H43 -4.87 -11.69 26.15
H44 -3.59 -12.25 22.48
C15 -1.49 -17.59 22.36
C16 -1.28 -16.05 22.11
C17 -0.44 -15.45 23.22
O9 -0.92 -15.72 20.94
H45 -1.96 -17.99 21.43
H46 -2.14 -17.85 23.16
H47 -0.47 -18.00 22.71
H48 -2.20 -15.47 22.32
H49 -0.78 -15.55 24.20
H50 -0.17 -14.40 22.91
H51 0.49 -16.03 23.24
H52 0.02 -15.72 20.87
C18 -2.94 -17.20 17.71
C19 -3.68 -18.43 17.17
C20 -5.09 -18.26 17.75
O10 -3.69 -18.53 15.90
H53 -1.89 -17.48 17.75
H54 -3.21 -17.03 18.79
H55 -2.98 -16.31 17.09
H56 -3.28 -19.36 17.51
H57 -5.70 -19.13 17.36
H58 -5.61 -17.33 17.37
H59 -5.18 -18.24 18.88
H60 -3.36 -19.43 15.71

Its SMILES is NC(N)=O.NC(N)=O.NC(N)=O.CC(C)O.CC(C)O.CC(C)O.CC(C)O.CC(C)O.CO.CO. Its frontier orbital gap is 8.761 eV. The electronic energy is -1878.68777 Ha. Its spin multiplicity is 1. As for the charge: 0. The calculation puts the molecular weight at 544.7 g mol⁻¹. The energy relative to the best compared isomer or geometry (same formula, charge and spin) is 7.484 eV.



Entry 2:
A structure of composition C6H10O, computed with ωB97M-V with the def2-TZVPD basis set.

CARTESIAN COORDINATES (ANGSTROEM)
C1 1.08 1.11 1.66
C2 0.47 0.19 0.77
C3 0.95 -0.44 -0.53
C4 -0.50 -0.88 -0.73
C5 -1.25 -1.05 -1.97
O1 -0.87 -2.16 -1.16
C6 -0.96 -0.28 0.61
H1 0.58 1.34 2.60
H2 2.16 1.20 1.67
H3 0.93 2.71 1.17
H4 0.54 1.62 0.67
H5 1.34 0.25 -1.30
H6 1.65 -1.28 -0.43
H7 -2.32 -0.83 -1.98
H8 -0.74 -0.96 -2.93
H9 -1.30 -1.04 1.33
H10 -1.74 0.50 0.53

Its frontier orbital gap is 7.678 eV. The electronic energy is -309.59139 Ha. Its spin multiplicity is 1. As for the charge: 0. The calculation puts the molecular weight at 98.1 g mol⁻¹. The energy relative to the best compared isomer or geometry (same formula, charge and spin) is 6.829 eV.



Entry 3:
A structure of composition C2HClO4 at a distorted geometry, computed with ωB97M-V with the def2-TZVPD basis set.

CARTESIAN COORDINATES (ANGSTROEM)
C1 1.20 0.29 0.29
C2 -0.22 -0.16 0.08
O1 1.82 1.26 0.51
O2 1.56 -1.04 0.32
O3 0.23 -1.46 0.06
O4 -1.21 0.23 -1.45
Cl1 -1.37 0.25 1.31
H1 -2.01 0.64 -1.13

Its frontier orbital gap is 10.696 eV. The electronic energy is -837.77911 Ha. Its spin multiplicity is 1. As for the charge: 0. The calculation puts the molecular weight at 124.5 g mol⁻¹. The energy relative to the best compared isomer or geometry (same formula, charge and spin) is 6.476 eV.



Entry 4:
A structure of composition C21H64N16O19Zr at a distorted geometry, computed with ωB97M-V with the def2-TZVPD basis set.

CARTESIAN COORDINATES (ANGSTROEM)
Zr1 -1.08 -1.51 5.24
C1 0.82 0.06 0.23
C2 0.52 -0.15 1.60
C3 -0.39 -1.39 2.00
O1 -0.63 -1.52 3.21
C4 -0.87 -2.25 0.94
C5 -0.44 -2.01 -0.37
C6 0.43 -0.82 -0.78
O2 0.69 -0.50 -1.96
O3 -0.60 -2.92 -1.21
O4 1.03 0.56 2.49
H1 1.50 0.84 -0.08
H2 -1.47 -3.12 1.14
C7 -1.39 2.34 3.20
O5 -1.58 1.13 3.48
N1 -2.22 3.33 3.60
N2 -0.60 2.79 2.20
H3 -3.16 3.09 3.87
H4 -1.96 4.23 3.25
H5 0.06 2.12 1.84
H6 -0.85 3.71 1.90
C8 3.84 -1.60 3.56
O6 2.83 -2.28 3.78
N3 3.93 -0.67 2.61
N4 5.04 -1.78 4.17
H7 4.80 -0.58 2.11
H8 3.03 -0.41 2.23
H9 5.76 -1.15 3.88
H10 5.20 -2.44 4.92
C9 -1.38 -1.81 -4.97
O7 -1.87 -1.87 -6.10
N5 -1.18 -2.90 -4.21
N6 -0.91 -0.62 -4.52
H11 -0.81 -2.83 -3.28
H12 -1.64 -3.75 -4.48
H13 -0.85 0.18 -5.11
H14 -0.40 -0.60 -3.65
C10 -4.03 0.95 1.42
O8 -4.52 0.73 2.54
N7 -3.32 0.00 0.78
N8 -3.90 2.14 0.84
H15 -3.24 -0.94 1.14
H16 -2.93 0.28 -0.11
H17 -4.27 2.89 1.41
H18 -3.13 2.33 0.21
C11 -2.44 -6.16 -1.14
O9 -3.15 -7.16 -1.16
N9 -1.41 -5.98 -1.99
N10 -2.58 -5.12 -0.30
H19 -1.36 -6.59 -2.79
H20 -0.85 -5.14 -1.98
H21 -1.88 -4.40 -0.26
H22 -3.33 -4.98 0.36
C12 -5.28 -3.25 2.63
O10 -4.05 -3.34 2.43
N11 -6.03 -4.31 2.95
N12 -5.91 -2.06 2.58
H23 -6.87 -4.23 3.49
H24 -5.48 -5.14 3.12
H25 -5.50 -1.20 2.25
H26 -6.90 -2.11 2.76
C13 4.05 3.38 0.70
O11 4.99 4.13 0.85
N13 3.88 2.13 1.18
N14 2.89 3.81 0.11
H27 2.94 1.80 1.21
H28 4.61 1.61 1.63
H29 2.31 3.14 -0.37
H30 3.00 4.70 -0.35
C14 -0.16 2.59 -2.98
C15 -1.04 2.70 -1.71
C16 -1.90 3.94 -1.84
O12 -2.73 3.95 -2.99
C17 -3.51 5.12 -3.11
N15 -1.86 1.52 -1.54
H31 -0.87 2.37 -3.78
H32 0.61 1.82 -3.02
H33 0.30 3.56 -3.20
H34 -0.37 2.79 -0.84
H35 -1.25 4.81 -1.76
H36 -2.65 4.01 -1.04
H37 -3.20 5.70 -3.98
H38 -3.39 5.87 -2.32
H39 -4.55 4.83 -3.24
H40 -2.14 1.20 -2.46
H41 -1.22 0.78 -1.26
C18 5.01 1.22 -4.90
C19 4.20 1.01 -3.66
C20 3.68 2.31 -2.95
O13 4.69 3.29 -2.71
C21 5.60 3.00 -1.67
N16 3.01 0.24 -4.02
H42 5.28 0.21 -5.24
H43 5.96 1.69 -4.63
H44 4.48 1.83 -5.63
H45 4.78 0.40 -2.97
H46 3.18 1.98 -2.03
H47 2.86 2.78 -3.50
H48 5.23 2.64 -0.71
H49 5.91 3.98 -1.32
H50 6.35 2.30 -2.04
H51 2.61 0.75 -4.80
H52 2.34 0.27 -3.26
O14 -2.03 -3.31 4.39
H53 -2.88 -3.52 3.95
H54 -1.59 -4.17 4.51
O15 3.76 -0.64 -0.73
H55 3.87 -1.12 -1.56
H56 2.82 -0.41 -0.71
O16 0.57 -0.07 4.90
H57 1.05 0.47 5.55
H58 0.79 0.32 4.01
O17 -3.09 -0.89 4.32
H59 -3.97 -1.28 4.41
H60 -3.26 -0.03 3.88
O18 2.51 -2.79 -2.57
H61 2.01 -1.97 -2.50
H62 1.87 -3.48 -2.38
O19 0.64 -2.85 4.97
H63 0.69 -3.74 5.36
H64 1.48 -2.78 4.42

Its frontier orbital gap is 1.801 eV. The electronic energy is -3190.90695 Ha. Its spin multiplicity is 1. As for the charge: +2. The calculation puts the molecular weight at 936.1 g mol⁻¹.



Entry 5:
The ion C3H8IN2 with charge +1 at a distorted geometry, computed with ωB97M-V with the def2-TZVPD basis set.

CARTESIAN COORDINATES (ANGSTROEM)
C1 -0.46 -1.11 -0.70
C2 -0.94 0.29 -0.49
C3 1.28 0.64 0.87
N1 0.04 -1.70 0.43
N2 0.13 1.18 0.15
I1 2.93 -0.11 -0.13
H1 -1.25 -1.90 -0.99
H2 0.40 -1.15 -1.43
H3 -1.32 0.83 -1.37
H4 -1.87 0.30 0.07
H5 1.49 0.88 1.98
H6 -0.51 -1.70 1.25
H7 0.50 1.85 -0.50
H8 -0.41 1.72 0.87

Its frontier orbital gap (alpha / beta) is 6.425 / 6.424 eV. The electronic energy is -525.85734 Ha. Its spin multiplicity is 1. As for the charge: +1. The calculation puts the molecular weight at 199.0 g mol⁻¹. The energy relative to the best compared isomer or geometry (same formula, charge and spin) is 5.131 eV.



Repeat the second record exactly.
A structure of composition C6H10O, computed with ωB97M-V with the def2-TZVPD basis set.

CARTESIAN COORDINATES (ANGSTROEM)
C1 1.08 1.11 1.66
C2 0.47 0.19 0.77
C3 0.95 -0.44 -0.53
C4 -0.50 -0.88 -0.73
C5 -1.25 -1.05 -1.97
O1 -0.87 -2.16 -1.16
C6 -0.96 -0.28 0.61
H1 0.58 1.34 2.60
H2 2.16 1.20 1.67
H3 0.93 2.71 1.17
H4 0.54 1.62 0.67
H5 1.34 0.25 -1.30
H6 1.65 -1.28 -0.43
H7 -2.32 -0.83 -1.98
H8 -0.74 -0.96 -2.93
H9 -1.30 -1.04 1.33
H10 -1.74 0.50 0.53

Its frontier orbital gap is 7.678 eV. The electronic energy is -309.59139 Ha. Its spin multiplicity is 1. As for the charge: 0. The calculation puts the molecular weight at 98.1 g mol⁻¹. The energy relative to the best compared isomer or geometry (same formula, charge and spin) is 6.829 eV.



> Look up the electronic energy of the second one.

-309.59139 Ha



> charge of number 1 (C20H60N6O10)?

0



Please write out number 5 again, unchanged.
The ion C3H8IN2 with charge +1 at a distorted geometry, computed with ωB97M-V with the def2-TZVPD basis set.

CARTESIAN COORDINATES (ANGSTROEM)
C1 -0.46 -1.11 -0.70
C2 -0.94 0.29 -0.49
C3 1.28 0.64 0.87
N1 0.04 -1.70 0.43
N2 0.13 1.18 0.15
I1 2.93 -0.11 -0.13
H1 -1.25 -1.90 -0.99
H2 0.40 -1.15 -1.43
H3 -1.32 0.83 -1.37
H4 -1.87 0.30 0.07
H5 1.49 0.88 1.98
H6 -0.51 -1.70 1.25
H7 0.50 1.85 -0.50
H8 -0.41 1.72 0.87

Its frontier orbital gap (alpha / beta) is 6.425 / 6.424 eV. The electronic energy is -525.85734 Ha. Its spin multiplicity is 1. As for the charge: +1. The calculation puts the molecular weight at 199.0 g mol⁻¹. The energy relative to the best compared isomer or geometry (same formula, charge and spin) is 5.131 eV.